1.
# C44H43BrMnN7O4S3

A molecular structure, C44H43BrMnN7O4S3 in a non-equilibrium geometry (wB97M-V/def2-TZVPD, the Open Molecules 2025 dataset).

## Properties
LUMO (alpha / beta) in eV: -2.77 / -2.79
2S+1: 6
Total charge: +1
Electronic energy in eV: -198810.5042
Highest occupied orbital energy (alpha / beta) in eV: -9.607 / -9.947

Structure (XYZ):
```
103
Properties=species:S:1:pos:R:3:forces:R:3:lowdin_spin:R:1
Mn -0.0786 -0.2386 0.1887 1.3 -1.5 -0.8 4.607
O -0.9411 0.1935 5.4940 -0.1 0.0 0.1 0.001
C -1.9503 -0.6527 5.0929 0.2 0.2 0.1 0.000
C -2.9505 -1.0627 5.9588 -0.1 0.0 0.0 0.000
C -3.9432 -1.9212 5.5015 0.0 0.0 0.0 0.000
C -3.9271 -2.3673 4.1886 0.1 0.1 0.0 0.000
C -2.9086 -1.9513 3.3365 -0.1 -0.1 0.0 0.001
C -1.9175 -1.0885 3.7735 -0.1 -0.1 -0.1 0.002
C -0.7960 -0.6682 2.8493 -0.3 -0.2 -0.3 0.017
O -0.7981 -1.3280 1.6762 0.1 0.3 0.5 0.086
N -0.8762 0.8796 2.6293 0.1 0.1 0.3 0.049
N -1.0440 1.3710 1.3830 -0.5 0.4 0.5 0.045
C -2.0085 0.8729 0.6759 -0.9 0.6 0.0 0.003
C -2.2628 1.4610 -0.6736 0.1 -0.2 0.1 0.005
Br -1.8880 0.2919 -2.1586 -0.3 0.1 0.2 0.024
C -2.6226 2.7242 -0.8518 0.0 0.2 -0.1 0.002
C -2.8264 3.4845 -2.1025 0.1 -0.1 0.1 0.001
C -3.4776 2.9672 -3.2200 -0.1 0.0 0.0 0.001
C -3.6200 3.7343 -4.3670 0.0 0.0 0.0 0.000
C -3.1110 5.0250 -4.4174 0.0 0.0 0.0 0.000
C -2.4774 5.5562 -3.3020 0.0 0.0 0.0 0.000
C -2.3488 4.7937 -2.1515 0.1 0.0 0.0 0.000
H -1.0924 0.4442 6.4125 0.0 0.0 -0.1 0.000
H -2.9569 -0.7123 6.9853 0.0 0.0 0.0 0.000
H -4.7201 -2.2457 6.1811 0.0 0.0 0.0 0.000
H -4.6977 -3.0376 3.8314 0.0 0.0 0.0 0.000
H -2.8532 -2.2921 2.3096 0.1 0.0 0.0 0.000
H 0.1599 -0.7956 3.3746 0.0 0.3 0.1 0.003
H -0.0818 1.3440 3.0489 0.1 -0.1 -0.1 0.001
H -2.7421 0.2002 1.1071 0.2 -0.2 -0.1 0.000
H -2.7134 3.2979 0.0676 0.0 0.0 0.0 0.000
H -3.8974 1.9713 -3.1879 0.0 0.0 0.0 0.001
H -4.1382 3.3232 -5.2239 0.0 0.0 0.0 0.000
H -3.2232 5.6200 -5.3141 0.0 0.0 0.0 0.000
H -2.0951 6.5681 -3.3240 0.0 0.0 0.0 0.000
H -1.8608 5.2128 -1.2790 0.0 0.0 0.0 0.000
C -5.0994 -1.0820 0.5258 0.0 0.0 0.0 0.000
C -4.2148 -2.0540 -0.1911 -0.1 0.2 0.0 0.000
N -2.9228 -2.0699 -0.0887 0.0 -0.1 -0.2 0.002
C -2.3739 -3.0572 -0.8687 0.3 0.1 0.0 0.000
C -3.2743 -3.7838 -1.5884 0.0 0.0 -0.1 0.000
S -4.8526 -3.2316 -1.2709 -0.2 -0.1 0.0 0.000
C -0.9212 -3.3561 -0.8977 -0.2 0.1 0.1 0.002
C -0.4832 -4.6338 -1.0293 -0.1 -0.1 0.1 0.001
S 1.2172 -4.6826 -1.0866 0.0 -0.1 -0.1 0.003
C 1.2621 -2.9805 -0.9317 0.5 0.2 -0.1 0.006
N 0.0982 -2.4088 -0.8348 -0.4 0.1 0.0 0.028
C 2.5846 -2.2794 -0.9325 -0.2 0.0 0.0 0.002
H -4.9925 -0.0874 0.0879 0.0 0.0 0.0 0.000
H -4.8174 -1.0258 1.5776 0.0 0.0 0.0 0.000
H -6.1463 -1.3724 0.4628 0.0 0.0 0.0 0.000
H -3.0907 -4.5857 -2.2832 0.1 0.0 0.0 0.000
H -1.0791 -5.5297 -1.0499 0.0 0.0 0.0 0.000
H 3.2396 -2.7278 -1.6797 0.0 0.0 0.0 0.000
H 3.0603 -2.3605 0.0454 0.0 0.0 0.0 0.000
H 2.4462 -1.2225 -1.1570 0.0 0.0 0.0 0.001
C 5.6963 0.2043 5.1049 -0.1 0.0 -0.1 0.000
C 4.5784 -0.5711 4.4880 0.1 -0.1 0.2 0.001
C 4.1211 -1.7721 4.9358 0.0 0.1 0.0 0.001
C 3.0458 -2.3679 4.2383 -0.1 -0.1 0.1 0.000
N 2.4745 -1.8121 3.1903 0.1 0.3 -0.3 0.002
C 2.9188 -0.6136 2.7415 -0.3 -0.6 0.4 0.010
S 2.2546 0.2011 1.4390 0.4 0.5 -0.1 0.029
N 3.9704 -0.0344 3.4063 -0.1 0.2 -0.2 0.004
C 2.5105 -3.6971 4.6678 0.0 0.0 0.0 0.000
H 6.1065 -0.3292 5.9571 0.0 0.0 0.0 0.000
H 5.3403 1.1797 5.4407 0.0 0.0 0.0 0.000
H 6.4939 0.3689 4.3786 0.0 0.0 0.0 0.000
H 4.5663 -2.2442 5.7981 0.0 0.0 0.0 0.000
H 4.2675 0.8625 3.0415 0.0 0.0 0.1 0.001
H 2.5939 -3.8335 5.7449 0.0 0.0 0.0 0.000
H 3.0915 -4.4870 4.1855 0.0 0.0 0.0 0.000
H 1.4751 -3.7968 4.3518 0.0 0.0 0.0 0.000
C 1.3088 -2.7728 -5.1726 0.0 0.1 0.1 0.000
O 1.7736 -1.6264 -4.4663 0.0 0.0 0.0 0.000
C 1.0949 -0.4606 -4.6501 -0.1 -0.1 0.0 0.000
C -0.0472 -0.3138 -5.4274 0.0 0.1 0.1 0.000
C -0.6185 0.9464 -5.5717 0.0 -0.1 0.1 0.000
C -0.0732 2.0523 -4.9397 0.0 0.0 0.1 0.000
C 1.0631 1.9035 -4.1610 -0.1 0.1 0.0 0.000
C 1.6424 0.6580 -4.0223 0.3 0.0 0.3 0.000
N 2.9135 0.4819 -3.3962 -0.2 -0.1 0.0 0.004
C 3.5241 1.2242 -2.4912 0.1 -0.1 -0.1 0.004
C 3.0040 2.1578 -1.5960 0.0 0.1 0.0 0.002
C 3.8990 3.1966 -1.1795 -0.1 -0.1 0.0 0.001
C 3.4626 4.2409 -0.4359 -0.3 0.0 0.1 0.001
C 2.0860 4.2775 -0.0582 0.3 0.2 0.0 0.001
C 1.2248 3.2661 -0.3436 0.0 -0.2 -0.1 0.001
C 1.6674 2.0986 -1.0504 0.1 0.3 0.3 0.007
O 0.9653 1.0450 -1.1132 0.1 -0.1 -0.4 0.037
H 1.2677 -2.5799 -6.2453 0.0 0.0 0.0 0.000
H 0.3242 -3.0726 -4.8087 0.0 0.0 0.0 0.000
H 2.0255 -3.5627 -4.9708 0.0 0.0 0.0 0.000
H -0.4893 -1.1659 -5.9210 0.0 0.0 0.0 0.000
H -1.5091 1.0547 -6.1765 0.0 0.0 0.0 0.000
H -0.5300 3.0266 -5.0433 0.0 0.0 0.0 0.000
H 1.5121 2.7645 -3.6827 0.0 0.0 0.0 0.000
H 3.4606 -0.2535 -3.8238 0.0 0.1 0.0 0.000
H 4.6067 1.1034 -2.5028 -0.1 0.0 0.0 0.000
H 4.9280 3.1599 -1.5198 0.0 0.0 0.0 0.000
H 4.1331 5.0382 -0.1503 0.0 0.0 0.0 0.000
H 1.7196 5.1324 0.4982 0.0 0.0 0.0 0.000
H 0.2017 3.2790 0.0096 0.0 0.0 0.0 0.000
```
Forces are in eV/Å.

***

2.
# C44H43GeN4O2SSe2Y

A molecular structure, C44H43GeN4O2SSe2Y in a non-equilibrium geometry (wB97M-V/def2-TZVPD, the Open Molecules 2025 dataset).

## Properties
LUMO in eV: -7.02
Total charge: +2
Electronic energy in eV: -255459.9499
Highest occupied orbital energy in eV: -12.156

Structure (XYZ):
```
98
Properties=species:S:1:pos:R:3:forces:R:3:mulliken_charge:R:1
Y -0.2860 0.8179 -1.3081 -1.0 0.0 0.4 0.038
C 2.9540 4.4530 -1.4938 -0.4 -0.2 0.1 -1.327
C 1.4336 4.3566 -1.5808 -0.3 0.2 -0.4 0.373
C 0.7130 4.8708 -2.6882 0.3 0.0 0.3 -0.236
C -0.6637 4.7163 -2.7958 -0.3 -0.6 0.3 -0.808
C -1.3589 4.0380 -1.7856 -0.5 -0.5 0.0 -0.178
C -0.6949 3.5559 -0.6407 0.1 0.6 -0.8 -1.101
C 0.6915 3.7672 -0.5439 0.2 -0.4 -0.3 0.166
H 3.2488 5.2726 -0.8410 0.0 0.0 0.1 0.470
H 3.4136 4.6489 -2.4615 -0.1 0.0 -0.1 0.357
H 3.3934 3.5188 -1.0975 -0.2 0.4 -0.1 0.078
H 1.2168 5.4267 -3.4791 0.2 -0.3 0.2 0.438
H -1.2168 5.0357 -3.6859 0.3 0.1 0.4 0.433
H -2.4363 3.8373 -1.9029 0.6 0.3 0.1 0.468
H -1.2586 3.1002 0.1752 0.1 0.2 -0.1 0.777
H 1.2032 3.4578 0.3586 0.1 -0.1 0.1 0.389
Se 2.0173 -2.2582 -1.9019 0.3 1.9 0.6 0.093
Se 2.5743 0.1141 -0.9030 -0.9 -2.2 -0.4 0.140
C 2.5289 0.9533 -2.6116 0.6 0.5 -0.6 0.865
C 3.7632 1.3130 -3.1362 0.4 -0.3 0.7 -0.701
C 3.7967 2.1177 -4.2568 0.0 0.1 -0.1 -0.514
C 2.5989 2.4242 -4.8883 -0.3 0.2 -0.1 -0.792
C 1.3993 1.9601 -4.3530 0.1 -0.5 0.5 -0.212
N 1.3600 1.2661 -3.1833 0.0 0.3 -0.2 0.224
C 0.1868 -2.5979 -1.4448 -0.7 0.4 0.4 0.312
C -0.0931 -3.9528 -1.3130 0.7 -0.2 -0.3 -0.768
C -1.3401 -4.3605 -0.9250 -0.9 -0.4 0.5 -0.635
C -2.3384 -3.3953 -0.7332 -0.3 -0.4 0.0 -1.090
C -2.0137 -2.0691 -0.9065 0.6 -0.1 0.0 -0.909
N -0.7557 -1.6565 -1.2335 0.2 0.0 -0.2 0.873
H 4.6724 0.9808 -2.6029 -0.6 0.4 -0.5 0.438
H 4.7476 2.5095 -4.6025 -0.1 -0.1 -0.2 0.486
H 2.5755 3.0560 -5.7754 0.0 -0.3 0.2 0.468
H 0.4478 2.1089 -4.8661 0.2 0.1 0.3 0.324
H 0.7057 -4.6725 -1.4943 -0.2 0.1 0.2 0.445
H -1.5358 -5.4194 -0.6940 0.1 0.6 -0.3 0.433
H -3.3670 -3.6713 -0.4497 0.7 0.1 -0.1 0.637
H -2.7558 -1.3010 -0.7369 0.1 0.2 0.0 0.794
C -4.8935 -2.9073 -3.6543 -0.7 -0.4 -0.1 -1.156
C -4.7918 -1.4478 -3.8934 0.6 -0.3 0.1 0.922
C -5.8097 -0.6865 -4.3901 -0.3 -0.4 0.2 -0.809
C -5.5801 0.6885 -4.5064 0.6 0.7 -0.2 0.838
N -4.3877 1.2405 -4.1925 -0.2 -0.4 -0.2 -0.487
C -3.3667 0.4666 -3.8204 -1.2 0.0 -0.1 0.211
S -1.7847 1.0649 -3.6939 0.7 0.1 0.4 -0.493
N -3.5844 -0.8639 -3.6158 -0.6 0.1 -0.6 -0.020
C -6.6443 1.6102 -5.0075 0.2 0.1 0.5 -1.234
H -5.9391 -3.2268 -3.7375 0.3 0.1 0.0 0.401
H -4.5505 -3.1574 -2.6579 0.1 -0.1 0.2 0.166
H -4.3267 -3.4899 -4.3764 0.2 0.0 -0.1 0.330
H -6.7618 -1.1790 -4.6499 0.6 0.5 0.2 0.371
H -2.7595 -1.4270 -3.4401 -0.2 -0.1 0.2 0.222
H -7.4635 1.0495 -5.4293 -0.3 -0.1 -0.1 0.371
H -6.2615 2.3282 -5.7329 0.1 -0.1 0.0 0.356
H -7.0157 2.1970 -4.1568 0.0 -0.1 -0.1 0.304
O -0.1316 0.5713 0.9799 -1.6 0.3 -0.7 1.025
C -1.4281 0.5834 1.2022 1.2 -0.5 -0.4 1.088
O -2.2304 0.7713 0.2347 1.1 0.0 0.0 -0.744
C -1.8709 0.2955 2.6028 0.0 0.3 0.6 -1.125
C -0.7593 0.4855 3.6523 0.9 -0.1 -1.2 -1.261
Ge 0.9385 -0.6103 3.3079 -1.0 0.7 2.4 0.178
C 2.5627 0.1741 2.5570 -0.5 0.0 -0.1 0.139
C 2.7174 1.5376 2.3408 0.2 0.1 -1.0 -0.234
C 3.8596 2.0092 1.6808 -0.5 0.4 0.3 -0.554
C 4.8659 1.1357 1.3094 0.5 0.3 -0.6 -0.598
C 4.7668 -0.1956 1.6405 0.2 -0.8 -0.1 -0.685
C 3.6483 -0.6630 2.3142 -0.1 -0.4 -0.3 -0.443
C 0.3537 -2.4184 2.9309 0.6 0.2 -0.4 0.808
C 1.0327 -3.2069 2.0216 0.1 -0.1 -0.6 -0.319
C 0.7600 -4.5573 1.9142 0.0 -0.5 -0.5 -0.806
C -0.2092 -5.1442 2.7124 0.3 -0.3 -0.5 -0.745
C -0.9004 -4.3551 3.6064 -0.9 -0.3 0.5 -0.735
C -0.6121 -3.0101 3.7369 0.2 0.5 0.0 -0.276
C 1.6206 -0.7344 5.1569 -0.1 0.1 -0.8 0.207
C 2.0100 0.4288 5.8085 0.1 0.0 0.2 -0.234
C 2.5576 0.3739 7.0872 -0.3 0.2 -0.3 -0.795
C 2.7040 -0.8573 7.7064 0.6 0.2 1.1 -0.529
C 2.3614 -2.0117 7.0256 0.3 -0.9 1.1 -0.697
C 1.8258 -1.9547 5.7651 -0.1 -0.6 -0.4 -0.059
H -2.2742 -0.7296 2.6370 0.1 0.2 -0.2 0.206
H -2.7013 0.9658 2.8450 -0.1 -0.1 -0.2 0.555
H -1.1567 0.2925 4.6521 0.3 -0.1 -0.1 0.466
H -0.4026 1.5233 3.6079 -0.3 0.0 0.2 0.585
H 1.9324 2.2546 2.5533 -0.1 -0.1 0.1 0.436
H 3.9094 3.0671 1.4326 0.2 -0.1 0.1 0.515
H 5.7158 1.4631 0.7043 -0.2 0.1 0.3 0.429
H 5.4989 -0.9211 1.2757 0.0 0.3 0.4 0.409
H 3.6105 -1.7139 2.6004 -0.1 0.1 -0.1 0.471
H 1.7743 -2.7751 1.3540 0.1 0.0 0.1 0.298
H 1.2614 -5.1498 1.1473 0.1 0.1 0.3 0.454
H -0.4134 -6.2082 2.6030 -0.1 0.2 0.1 0.453
H -1.7126 -4.8047 4.1763 0.3 0.1 0.1 0.445
H -1.0714 -2.3876 4.4954 -0.3 -0.2 0.1 0.405
H 1.8975 1.3808 5.3016 0.0 0.1 0.1 0.334
H 2.8487 1.2889 7.5863 0.0 0.0 0.1 0.418
H 3.1331 -0.8889 8.7354 -0.4 -0.1 -1.0 0.342
H 2.5011 -2.9940 7.4904 0.0 0.4 -0.1 0.385
H 1.5999 -2.8930 5.2449 0.0 0.4 0.2 0.249
```
Forces are in eV/Å.

***

3.
# C44H44AsN6OTeZr

A molecular structure, C44H44AsN6OTeZr (wB97M-V/def2-TZVPD, the Open Molecules 2025 dataset).

## Properties
LUMO (alpha / beta) in eV: -5.94 / -7.01
2S+1: 2
Total charge: +2
Electronic energy in eV: -126731.5924
Highest occupied orbital energy (alpha / beta) in eV: -13.064 / -13.387

Structure (XYZ):
```
98
Properties=species:S:1:pos:R:3:forces:R:3:lowdin_spin:R:1
Zr -0.6130 2.3192 -0.2132 0.2 0.3 0.1 0.012
C 1.4057 5.6642 -2.3498 0.0 0.1 0.0 0.000
C 1.4700 6.5830 -1.2941 0.1 0.0 -0.1 0.000
C 0.6683 6.4048 -0.1956 0.0 0.1 -0.1 0.000
C -0.2138 5.3182 -0.1476 -0.6 0.1 0.2 0.000
N -0.1887 4.3616 -1.1149 0.5 0.3 0.0 0.001
C 0.5937 4.5753 -2.2059 -0.2 -0.1 0.1 0.000
N -1.1511 5.3549 0.8790 0.2 0.0 -0.2 0.000
C -2.1633 4.5592 0.9569 -0.3 -0.2 -0.2 0.000
N -2.3434 3.3832 0.2458 -0.2 0.0 0.3 0.001
C -3.5044 2.7500 0.6685 0.2 0.3 -0.1 0.000
N -3.8853 1.5709 0.3327 0.1 -0.2 -0.3 0.000
C -3.2539 0.8185 -0.6510 -0.3 0.3 0.1 0.000
C -3.8051 -0.4463 -0.8970 -0.1 0.0 0.0 -0.001
C -3.3213 -1.2280 -1.9158 0.0 -0.1 0.0 0.002
C -2.2892 -0.7425 -2.7276 -0.1 0.0 0.0 0.004
C -1.7729 0.4863 -2.4275 -0.1 0.2 0.0 0.001
N -2.2054 1.2560 -1.3976 -0.1 -0.4 0.0 0.000
C -4.1844 3.6537 1.6121 -0.1 -0.3 -0.1 0.000
C -5.4208 3.5625 2.2172 0.0 0.0 0.1 0.000
C -5.7971 4.6161 3.0457 0.0 0.0 0.0 0.000
C -4.9606 5.7130 3.2472 0.0 0.0 0.0 0.000
C -3.7189 5.8002 2.6241 0.0 0.0 0.1 0.000
C -3.3533 4.7490 1.8078 0.2 0.2 0.0 0.000
H 1.9830 5.7949 -3.2534 0.0 0.0 0.0 0.000
H 2.1281 7.4401 -1.3551 0.0 0.0 0.0 0.000
H 0.6348 7.1119 0.6203 0.0 0.0 0.0 0.000
H 0.5296 3.8269 -2.9868 0.0 0.0 0.0 0.000
H -4.6330 -0.7538 -0.2744 0.0 0.0 0.0 0.000
H -3.7564 -2.2002 -2.1094 0.0 0.0 0.0 0.000
H -1.9154 -1.3016 -3.5737 0.0 0.0 0.0 0.000
H -0.9920 0.9208 -3.0446 0.1 -0.1 0.1 0.000
H -6.0678 2.7118 2.0538 0.0 0.0 0.0 0.000
H -6.7590 4.5878 3.5394 0.0 0.0 0.0 0.000
H -5.2881 6.5130 3.8972 0.0 0.0 0.0 0.000
H -3.0707 6.6533 2.7695 0.0 0.0 0.0 0.000
C 3.6300 3.7934 0.1691 0.0 0.2 0.2 0.000
As 2.1137 2.6264 0.4251 0.0 -0.4 -0.5 0.001
C 2.9300 1.2377 1.4824 0.1 0.0 0.1 0.000
C 2.1287 1.8325 -1.3988 0.0 -0.1 0.1 0.001
H 4.3805 3.2208 -0.3724 0.1 0.1 0.0 0.000
H 4.0165 4.0796 1.1454 0.0 0.0 0.0 0.000
H 3.3570 4.6856 -0.3863 0.0 0.0 0.0 0.000
H 3.9436 1.0703 1.1190 0.0 -0.1 0.0 0.000
H 2.3535 0.3196 1.4227 0.0 0.0 0.0 0.000
H 2.9686 1.5716 2.5187 0.0 0.0 0.0 0.000
H 2.5652 0.8361 -1.3548 0.0 0.0 -0.1 0.001
H 2.6921 2.4742 -2.0729 0.0 0.0 0.0 0.000
H 1.1283 1.7051 -1.8466 0.1 -0.1 -0.1 0.000
C 0.4096 -7.8413 -3.3008 0.0 0.0 0.0 0.003
C 0.4556 -6.4345 -2.7756 0.0 -0.1 0.0 0.014
C -0.0172 -6.1266 -1.5060 0.0 0.0 0.1 -0.001
C 0.0265 -4.8371 -0.9955 0.1 -0.1 -0.1 0.013
C -0.5605 -4.5806 0.3608 0.0 0.1 0.1 0.015
C 0.5884 -3.8298 -1.7907 0.0 0.1 -0.1 0.083
Te 0.7716 -1.8280 -1.1162 -0.1 0.2 -0.2 0.513
N -0.0260 0.2968 0.1972 -0.2 -0.1 0.6 0.159
C -0.5085 0.5073 1.3895 0.1 0.0 -0.4 0.010
O -0.6709 1.8009 1.7426 -0.1 -0.2 0.2 0.013
C -0.9938 -0.4846 2.3668 0.1 0.1 0.1 0.002
C -1.6583 -1.6291 1.9454 0.0 -0.1 0.0 0.004
C -2.1141 -2.5442 2.8812 0.0 0.0 0.0 0.001
C -1.8926 -2.3204 4.2347 0.0 0.0 0.0 -0.001
C -1.2381 -1.1696 4.6566 0.0 0.0 0.0 0.001
C -0.8043 -0.2403 3.7241 0.0 0.0 0.1 0.000
C 2.2810 -2.0971 0.3219 0.0 -0.1 0.0 0.031
C 1.9245 -2.3980 1.6367 0.1 0.1 0.1 0.006
C 2.9051 -2.6265 2.5864 0.0 0.0 0.0 0.000
C 4.2419 -2.5568 2.2169 0.0 0.0 0.0 0.000
C 4.5844 -2.2405 0.9152 0.0 0.0 0.0 0.001
C 3.6200 -1.9962 -0.0650 0.0 0.0 0.1 0.008
C 4.1049 -1.6156 -1.4401 0.0 0.0 0.0 0.016
C 1.0304 -4.0928 -3.1021 -0.1 -0.1 0.0 0.029
C 1.5972 -3.0689 -4.0576 0.0 0.0 0.0 0.013
C 0.9650 -5.4054 -3.5550 0.0 0.1 0.0 0.003
H -0.1379 -8.5003 -2.6300 0.0 0.0 0.0 0.000
H 1.4180 -8.2419 -3.4164 0.0 0.0 0.0 0.001
H -0.0674 -7.8755 -4.2805 0.0 0.0 0.0 0.001
H -0.4365 -6.9158 -0.8922 0.0 0.0 0.0 0.000
H -0.5791 -5.4933 0.9544 0.0 0.0 0.0 0.000
H -1.5906 -4.2216 0.2771 0.0 0.0 0.0 0.000
H 0.0035 -3.8386 0.9233 0.0 -0.1 -0.1 0.009
H -1.8415 -1.7871 0.8897 0.0 0.0 0.0 0.006
H -2.6440 -3.4310 2.5588 0.0 0.0 0.0 0.000
H -2.2434 -3.0381 4.9643 0.0 0.0 0.0 0.000
H -1.0780 -0.9916 5.7113 0.0 0.0 0.0 0.000
H -0.3113 0.6689 4.0423 0.0 0.0 0.0 0.000
H 0.8877 -2.4287 1.9368 0.0 0.0 0.0 0.001
H 2.6239 -2.8651 3.6035 0.0 0.0 0.0 0.000
H 5.0189 -2.7508 2.9442 0.0 0.0 0.0 0.000
H 5.6303 -2.1783 0.6372 0.0 0.0 0.0 0.000
H 4.8675 -2.3143 -1.7847 0.0 0.0 0.0 0.001
H 4.5682 -0.6259 -1.4193 0.0 0.0 0.0 0.000
H 3.3230 -1.5941 -2.1969 -0.1 0.0 0.0 0.012
H 1.2604 -2.0501 -3.8654 0.0 0.0 0.0 0.007
H 1.3051 -3.3169 -5.0770 0.0 0.0 0.0 0.000
H 2.6884 -3.0655 -4.0289 0.0 0.0 0.0 0.000
H 1.3207 -5.6261 -4.5559 0.0 0.0 0.0 0.001
```
Forces are in eV/Å.